[1]
Computed, not measured: a cluster of 5 separate species, C14H38O4 in total in a non-equilibrium geometry, with ωB97M-V/def2-TZVPD.

CARTESIAN COORDINATES (ANGSTROEM)
C: -72.13702 -49.63679 -98.01570
C: -70.78258 -49.10801 -98.57649
C: -70.88954 -47.78853 -99.42863
C: -69.61295 -47.43067 -100.16976
C: -69.43433 -46.07080 -100.67454
C: -67.95356 -45.59779 -100.91106
H: -71.88786 -50.32348 -97.20371
H: -73.01860 -50.15711 -98.84912
H: -72.71351 -48.92365 -97.55036
H: -70.33864 -49.91317 -99.18678
H: -70.11911 -49.12162 -97.82107
H: -71.05327 -46.94809 -98.69171
H: -71.87354 -47.58049 -99.91463
H: -69.23383 -48.11087 -100.82377
H: -68.85513 -47.54752 -99.36359
H: -69.84859 -45.30628 -100.05913
H: -69.75832 -46.17612 -101.69964
H: -67.88030 -44.78080 -101.62742
H: -67.44128 -46.30101 -101.50947
H: -67.42838 -45.43720 -100.07326
C: -65.56005 -41.62319 -96.47206
C: -64.74198 -42.91349 -96.81883
O: -65.19842 -43.57530 -98.01122
H: -65.17372 -41.31267 -95.64044
H: -66.62409 -41.80818 -96.46516
H: -65.19870 -40.76852 -97.15688
H: -64.81976 -43.46339 -95.96753
H: -63.66313 -42.77009 -96.85294
H: -64.73122 -44.34622 -98.00511
C: -72.09295 -41.83158 -102.77636
C: -72.31841 -41.96954 -101.32624
O: -71.28301 -42.93622 -100.94183
H: -71.23440 -41.39298 -103.11756
H: -73.02495 -41.38566 -103.21689
H: -72.00264 -42.73168 -103.27481
H: -73.37229 -42.29370 -101.13729
H: -71.97470 -41.22475 -100.70412
H: -71.66417 -43.32606 -100.16153
C: -70.59624 -40.80426 -97.40514
C: -70.18750 -42.15112 -96.98778
O: -70.13088 -43.12670 -98.01077
H: -71.47897 -40.92002 -97.91858
H: -70.02779 -40.52547 -97.99569
H: -70.74655 -40.02889 -96.49231
H: -70.84788 -42.52578 -96.26669
H: -69.09678 -41.93178 -96.48691
H: -69.48924 -43.71915 -97.77392
C: -68.67588 -46.11183 -96.26029
C: -67.40119 -45.21697 -96.54906
O: -67.75834 -44.40240 -97.52297
H: -69.54016 -45.47085 -95.90447
H: -68.35262 -47.11661 -95.62372
H: -68.98357 -46.39835 -97.28592
H: -66.48989 -45.71535 -96.62617
H: -67.20306 -44.50610 -95.77982
H: -66.98600 -43.86093 -97.92957

Atoms 1-6, force components in eV/Å:
C -0.62 -2.53 -2.80
C -3.48 -0.68 -4.12
C -0.93 1.15 1.84
C 0.75 0.22 4.37
C 1.93 1.09 -1.96
C -2.61 -0.89 -2.93

## Properties
Energy above the lowest of the compared OMol25 structures with the same formula, charge and spin ... 1.8934 eV
Lowest unoccupied orbital energy ... 0.60 eV
SMILES ... CCCCCC.CCO.CCO.CCO.CCO
HOMO-LUMO gap ... 10.2 eV

***

[2]
Computed, not measured: a structure of composition C14H39AlN6O2Si3 in a non-equilibrium geometry, with ωB97M-V/def2-TZVPD.

CARTESIAN COORDINATES (ANGSTROEM)
Al: 7.06394 -4.64390 12.50436
C: 6.37800 -4.01706 15.48790
O: 6.67194 -4.88980 14.43171
Si: 6.08052 -6.47430 14.10336
C: 6.55508 -7.55330 15.53991
C: 4.23900 -6.21670 14.04698
C: 6.93436 -6.67666 12.49853
Si: 5.89101 -7.81245 11.34738
C: 5.19060 -9.26769 12.34123
C: 6.89357 -8.51451 9.95842
C: 4.45567 -6.94144 10.55057
Si: 8.71230 -7.18469 12.59277
C: 9.67714 -6.86671 11.01018
C: 9.71103 -6.03436 13.81373
C: 8.98129 -9.00629 12.95263
H: 5.34619 -4.12056 15.78503
H: 6.50217 -2.98159 15.12618
H: 7.05454 -4.14310 16.32522
H: 5.99778 -7.21306 16.41466
H: 7.66391 -7.68770 15.70526
H: 6.17874 -8.56600 15.40420
H: 3.90582 -5.81781 14.96570
H: 3.66516 -7.09646 13.89895
H: 4.00338 -5.58237 13.21887
H: 5.91006 -9.77927 12.98467
H: 4.79624 -10.01850 11.67012
H: 4.31371 -8.94736 12.93871
H: 7.77246 -9.10862 10.22873
H: 7.27618 -7.78166 9.25069
H: 6.23532 -9.18518 9.40230
H: 3.55900 -7.21011 11.07217
H: 4.24345 -7.12701 9.51510
H: 4.40545 -5.82823 10.62959
H: 9.58369 -7.65776 10.28997
H: 10.74011 -6.84681 11.18407
H: 9.48786 -5.91726 10.52919
H: 10.86828 -4.31239 13.42939
H: 10.66442 -6.44836 13.82498
H: 9.37687 -5.95290 14.84977
H: 8.18844 -9.48456 12.34903
H: 8.84419 -9.41019 13.95945
H: 9.95888 -9.29579 12.59320
N: 7.14300 -4.44108 10.54919
H: 7.84901 -3.78137 10.23997
H: 6.31162 -4.21046 10.01021
H: 7.44073 -5.37275 10.16695
C: 4.60580 -1.27308 12.39291
C: 5.86488 -2.02531 12.23003
N: 6.96806 -1.41847 11.75702
O: 5.85075 -3.20678 12.66174
H: 4.78836 -0.22000 12.67455
H: 3.95082 -1.76967 13.13075
H: 4.10386 -1.27356 11.43906
H: 6.93609 -0.43761 11.49325
H: 7.86587 -1.91528 11.64957
N: 11.31935 -2.16013 13.16924
C: 10.64412 -2.35762 12.01546
N: 11.25543 -2.03037 10.88207
N: 9.38959 -2.86151 11.94216
C: 9.04693 -3.94648 12.64480
N: 9.92969 -4.70504 13.29850
H: 12.16076 -1.57940 13.13045
H: 10.81702 -2.15254 14.03414
H: 12.22733 -1.81504 10.90203
H: 10.82794 -2.30166 10.00255

Atoms 1-6, force components in eV/Å:
Al 0.50 -0.07 0.54
C -0.06 1.41 0.05
O 0.83 -0.36 -1.20
Si -0.19 -1.40 0.94
C 0.68 -0.34 -0.09
C 1.10 -0.41 -0.61

## Properties
Charge ... +2
Lowest unoccupied orbital energy ... -5.53 eV
HOMO-LUMO gap ... 8.8 eV

***

[3]
Computed, not measured: a structure of composition C14H39CrN3O8P in a non-equilibrium geometry, with ωB97M-V/def2-TZVPD.

CARTESIAN COORDINATES (ANGSTROEM)
Cr: -25.61424 -25.48384 20.38329
P: -26.68361 -23.48038 19.77939
O: -27.09737 -24.27181 21.13958
O: -26.86157 -24.72478 18.81296
O: -25.12128 -23.43546 20.00753
O: -27.43245 -22.26219 19.46080
C: -28.16258 -24.28812 25.57112
C: -28.03256 -24.50876 24.08362
O: -26.89919 -23.79903 23.61183
H: -27.21243 -24.49027 26.06825
H: -28.93117 -24.95252 25.98071
H: -28.46795 -23.26265 25.77660
H: -28.92849 -24.11794 23.58090
H: -27.95991 -25.58430 23.85649
H: -26.94654 -23.81299 22.58696
C: -23.19065 -28.20263 18.50466
C: -23.73585 -26.83897 18.10690
C: -25.12157 -26.90001 17.47182
O: -25.13174 -27.67496 16.28616
C: -24.63276 -27.00101 15.17196
N: -23.78888 -25.92157 19.28258
H: -22.94494 -28.79185 17.62126
H: -23.93558 -28.75839 19.08178
H: -22.28596 -28.09927 19.10655
H: -23.00480 -26.39697 17.41620
H: -25.52883 -25.89422 17.31086
H: -25.79191 -27.40262 18.17071
H: -24.54348 -27.72458 14.35971
H: -23.62486 -26.59507 15.33282
H: -25.29105 -26.17656 14.87697
H: -23.76813 -24.96280 18.91396
H: -22.92631 -25.98028 19.81786
C: -23.26157 -24.95379 24.56662
C: -23.65952 -25.87782 23.41927
C: -24.11777 -27.21370 23.93895
O: -23.96907 -28.19249 22.93622
C: -24.48091 -29.45230 23.30050
N: -24.67443 -25.28412 22.52780
H: -24.07176 -24.76499 25.27546
H: -22.95970 -23.98199 24.17206
H: -22.41236 -25.36860 25.12288
H: -22.75455 -26.05006 22.82499
H: -25.16363 -27.16254 24.27886
H: -23.51184 -27.48314 24.82217
H: -23.71257 -30.09310 23.75668
H: -24.86141 -29.95080 22.40570
H: -25.30897 -29.37734 24.01781
H: -25.47324 -24.96870 23.09798
H: -24.29084 -24.37890 22.23289
C: -28.37374 -27.55489 19.79375
C: -27.64357 -27.44513 21.12044
C: -28.12885 -28.53590 22.05547
O: -27.45780 -28.41322 23.29808
C: -27.83081 -29.38437 24.21843
N: -26.17018 -27.58213 20.88634
H: -29.44915 -27.44271 19.94680
H: -28.17265 -28.51755 19.30683
H: -28.04150 -26.74727 19.13368
H: -27.86120 -26.46070 21.53833
H: -27.93755 -29.52359 21.60799
H: -29.21195 -28.41168 22.20392
H: -28.86288 -29.22816 24.56414
H: -27.16633 -29.29930 25.08108
H: -27.75319 -30.40409 23.81758
H: -26.03871 -28.44442 20.35458
H: -25.76056 -27.81526 21.79636

Atoms 1-6, force components in eV/Å:
Cr 0.68 -0.47 0.29
P -0.02 -1.50 -0.33
O -0.01 0.02 0.30
O 0.11 0.59 -0.54
O 0.00 0.27 -0.18
O -0.33 1.05 -0.02

## Properties
Energy above the lowest of the compared OMol25 structures with the same formula, charge and spin ... 0.2674 eV
Charge ... -1
Lowest unoccupied orbital energy (alpha / beta) ... 2.29 / 2.29 eV
HOMO-LUMO gap (alpha / beta) ... 4.4 / 6.4 eV
Multiplicity ... 5

***

[4]
Computed, not measured: a cluster of 3 separate species, C14H39NO2P in total in a non-equilibrium geometry, with ωB97M-V/def2-TZVPD.

CARTESIAN COORDINATES (ANGSTROEM)
C: 3.83461 2.34953 1.10972
C: 4.14557 0.85515 1.43227
C: 4.37701 -0.01083 0.15571
C: 4.07343 -1.52227 0.33418
C: 2.59394 -1.85816 0.67217
C: 1.62324 -1.79608 -0.54382
C: 1.37720 -0.32510 -1.03698
C: -0.09950 0.01316 -1.40502
P: -0.43558 1.84833 -0.85539
N: -2.05851 1.41276 -0.18397
C: -2.04566 1.17483 1.25663
C: -1.54088 -0.24502 1.65727
H: 4.05128 2.97873 2.00035
H: 2.77188 2.52365 0.86431
H: 4.47856 2.74156 0.29973
H: 5.10267 0.85533 1.99766
H: 3.35368 0.44846 2.08676
H: 5.46171 0.06761 -0.08572
H: 3.84664 0.46598 -0.68436
H: 4.33026 -2.02950 -0.62042
H: 4.73421 -1.96196 1.11028
H: 2.54188 -2.90228 1.05883
H: 2.16406 -1.23052 1.47895
H: 1.96218 -2.40679 -1.40562
H: 0.64467 -2.21322 -0.23438
H: 1.77464 0.35160 -0.24713
H: 2.02052 -0.13362 -1.92332
H: -0.16843 0.01336 -2.51670
H: -0.83661 -0.70610 -1.01039
H: -0.99244 2.10489 -2.19661
H: -0.65877 3.28006 -0.57307
H: 0.18246 1.62899 0.44663
H: 0.90138 2.20089 -1.36803
H: -2.65577 2.22675 -0.34646
H: -1.46915 1.93949 1.83864
H: -3.09620 1.26666 1.62501
H: -1.85860 -1.04044 0.95852
H: -0.43008 -0.24782 1.65969
H: -1.88492 -0.55559 2.66673
C: -1.24711 -5.06457 2.56044
C: -0.80943 -4.07813 1.49329
O: -0.05789 -4.74722 0.48293
H: -0.37862 -5.54834 3.01177
H: -1.81944 -4.56491 3.34487
H: -1.86554 -5.85551 2.12605
H: -0.17592 -3.30371 1.92544
H: -1.67451 -3.59496 1.02875
H: -0.62565 -5.41996 0.10053
C: -5.15960 4.07869 -3.35085
C: -4.38858 2.87261 -2.84454
O: -4.36954 2.84517 -1.42370
H: -4.71187 5.00100 -2.97667
H: -5.16792 4.10888 -4.44302
H: -6.19394 4.05553 -2.99419
H: -3.35348 2.90956 -3.18318
H: -4.83876 1.94364 -3.21144
H: -5.27878 2.79971 -1.11910

Atoms 1-6, force components in eV/Å:
C 0.04 0.02 0.53
C 0.50 0.53 -0.26
C 0.55 0.20 0.48
C -0.54 0.25 -0.18
C -0.30 -0.92 -0.52
C -0.21 0.78 0.09

## Properties
Charge ... -1
Lowest unoccupied orbital energy ... 2.87 eV
HOMO-LUMO gap ... 5.9 eV

***

Short version: E_tot = -23316.4323, -58411.3175, -73716.0496, -30021.3780 eV, in the order given.